# C3HHgO3

C3HHgO3 as an isolated structure (ωB97M-V with the def2-TZVPD basis set, OMol25).

Calculated values
max |F| = 9.0 eV/Å
HOMO-LUMO gap (alpha / beta) = 7.70 / 5.63 eV
net charge = +1

Last column: Löwdin charge in e.
CARTESIAN COORDINATES (ANGSTROEM)
H 2.152949 -1.395189 -0.729066  0.160
O -0.539107 -2.717835 -1.341479  0.284
C 0.178985 -1.862198 -0.984082  -0.033
C 1.130680 -1.028809 -0.572330  -0.189
O 0.970559 0.125918 0.087641  -0.415
C -0.916747 2.314794 0.404790  -0.059
O -1.161429 3.255300 -0.167236  0.185
Hg 0.053135 0.657202 1.576002  1.067

Atoms 1-3, force components in eV/Å:
-0.3 0.1 -0.1
1.9 2.7 1.0
-2.9 -3.4 -1.4

# C3HMnO3

C3HMnO3 as an isolated structure (ωB97M-V with the def2-TZVPD basis set, OMol25).

Calculated values
max |F| = 4.1 eV/Å
HOMO-LUMO gap (alpha / beta) = 7.22 / 6.14 eV
multiplicity = 7
net charge = 0

Last column: Mulliken spin population.
CARTESIAN COORDINATES (ANGSTROEM)
C -0.018231 -0.061936 0.753117  -0.020
C 0.233561 1.250797 0.488505  0.048
O 0.488200 -0.837022 1.729532  -0.004
H 1.045209 -0.323414 2.325653  0.000
O -0.381347 -0.750685 -0.352444  -0.035
Mn -2.290018 -0.542386 -1.942566  5.994
O 0.683888 1.167933 -1.285243  0.005
C 0.238738 0.096712 -1.716553  0.012

Atoms 1-3, force components in eV/Å:
0.9 1.2 -2.3
0.8 0.9 2.2
-0.7 -0.4 1.0

# C3HN2O2

C3HN2O2 as an isolated structure (ωB97M-V with the def2-TZVPD basis set, OMol25).

Calculated values
max |F| = 6.5 eV/Å
HOMO-LUMO gap (alpha / beta) = 6.98 / 7.72 eV
multiplicity = 3
net charge = -1

Last column: Mulliken spin population.
CARTESIAN COORDINATES (ANGSTROEM)
C 1.210178 -0.031918 -0.083453  0.399
C -0.203033 -0.348097 -0.237093  0.400
C -1.352334 0.575804 -0.096378  -0.015
N 1.566022 -1.247972 0.080778  0.380
N 0.122307 -1.623325 0.077843  0.623
O -2.336632 0.756531 -0.766375  0.001
O -0.901410 0.989911 0.980524  0.214
H 1.894904 0.929067 0.044151  -0.002

Atoms 1-3, force components in eV/Å:
-1.3 6.2 -1.0
2.8 2.9 -1.6
0.7 -1.6 -0.2

# C3HN3

A single C3HN3 molecule (ωB97M-V with the def2-TZVPD basis set, OMol25).

Calculated values
max |F| = 6.4 eV/Å
HOMO-LUMO gap = 10.02 eV
net charge = 0

Last column: Löwdin charge in e.
CARTESIAN COORDINATES (ANGSTROEM)
C -0.012563 0.617912 -1.514422  -0.018
C 0.306182 1.346083 -0.358587  0.074
C -0.044027 -0.052164 -0.374988  -0.309
N 0.094864 -0.583655 2.677632  0.287
N -0.180665 -1.083773 0.484162  0.107
N -0.069250 -0.758908 1.607338  -0.197
H -0.094541 0.514505 -2.521136  0.056

Atoms 1-3, force components in eV/Å:
0.3 -0.5 2.2
-0.4 -0.8 -0.3
0.5 2.0 0.3

# C3HN3O2

A single C3HN3O2 molecule (ωB97M-V with the def2-TZVPD basis set, OMol25).

Calculated values
max |F| = 6.2 eV/Å
HOMO-LUMO gap (alpha / beta) = 7.53 / 7.53 eV
net charge = 0

Last column: Löwdin charge in e.
CARTESIAN COORDINATES (ANGSTROEM)
C 1.060606 0.031003 0.109391  -0.270
C 0.100967 -1.156037 0.339474  -0.383
C -1.003546 0.671972 -0.424957  -0.153
N -2.402610 -0.033840 -0.119506  0.198
N 0.205195 1.132314 -0.363571  0.192
N -1.072112 -0.673986 -0.147402  -0.064
O 2.208564 0.188752 0.356628  0.188
O 0.390344 -2.248875 0.747287  0.120
H 0.512593 2.088695 -0.497344  0.171

Atoms 1-3, force components in eV/Å:
1.0 0.8 0.1
-0.5 -0.8 0.3
-4.8 -3.6 1.5

# C3HNO2

A single C3HNO2 molecule (ωB97M-V with the def2-TZVPD basis set, OMol25).

Calculated values
max |F| = 15.2 eV/Å
HOMO-LUMO gap = 8.77 eV
net charge = 0

Last column: Löwdin charge in e.
CARTESIAN COORDINATES (ANGSTROEM)
C 0.783679 -0.630057 0.083509  -0.135
C 0.043590 0.683654 -0.085165  -0.389
C -1.362219 0.518432 0.047544  -0.006
H 0.343514 -1.526288 0.332633  0.103
N -2.400481 -0.350647 -0.164854  0.166
O 1.949568 -0.459115 -0.174550  0.123
O 0.642349 1.764018 -0.039117  0.137

Atoms 1-3, force components in eV/Å:
3.4 3.2 -1.9
1.4 3.4 1.9
-11.7 -9.2 -2.8

# C3HNO2

A 2-piece molecular cluster, C3HNO2 overall (ωB97M-V with the def2-TZVPD basis set, OMol25).

Calculated values
max |F| = 3.4 eV/Å
HOMO-LUMO gap (alpha / beta) = 7.71 / 7.72 eV
net charge = 0

Last column: Löwdin charge in e.
CARTESIAN COORDINATES (ANGSTROEM)
C -0.318366 0.298372 -1.317640  0.170
C -1.217742 0.305367 -2.277427  -0.342
C 1.020886 -0.236249 2.535401  -0.435
N -2.184495 0.327638 -3.032288  0.160
O 1.440997 0.738797 2.997816  0.208
O 0.709297 -1.225496 2.066349  0.219
H 0.549424 -0.208428 -0.972211  0.021

Atoms 1-3, force components in eV/Å:
-0.7 0.3 -0.6
-2.3 -0.2 -1.4
1.4 1.7 0.8

# C3HNO2

A 2-piece molecular cluster, C3HNO2 overall (ωB97M-V with the def2-TZVPD basis set, OMol25).

Calculated values
max |F| = 5.6 eV/Å
HOMO-LUMO gap (alpha / beta) = 7.35 / 7.35 eV
net charge = 0

Last column: Löwdin charge in e.
CARTESIAN COORDINATES (ANGSTROEM)
C -1.470551 -0.115380 0.710260  -0.076
C 0.580897 -0.237847 -0.873697  -0.214
C 1.473276 0.517546 -0.166919  -0.174
N -1.131318 0.950303 0.624278  0.099
O 0.251979 -1.369431 -1.084515  0.058
O 2.039008 1.472595 0.127350  0.185
H -1.743293 -1.217785 0.663246  0.123

Atoms 1-3, force components in eV/Å:
-1.8 -5.3 0.2
0.0 -1.3 -1.5
0.0 -1.3 0.7

# C3HNO2

A single C3HNO2 molecule (ωB97M-V with the def2-TZVPD basis set, OMol25).

Calculated values
max |F| = 8.8 eV/Å
HOMO-LUMO gap = 9.07 eV
net charge = 0

Last column: Löwdin charge in e.
CARTESIAN COORDINATES (ANGSTROEM)
C 1.296246 0.101148 0.008944  -0.139
C -0.108838 0.702820 0.082157  -0.390
C -1.015131 -0.344579 0.223833  -0.108
H 2.260072 0.830160 0.310375  0.187
N -1.608456 -1.343020 -0.096624  0.235
O 1.436223 -1.123106 -0.074143  0.064
O -0.440540 1.849936 -0.116309  0.153

Atoms 1-3, force components in eV/Å:
3.4 -1.4 1.7
0.9 2.3 -1.0
-5.0 -7.0 -1.8

# C3HNO2S

A single C3HNO2S molecule (ωB97M-V with the def2-TZVPD basis set, OMol25).

Calculated values
max |F| = 1.3 eV/Å
HOMO-LUMO gap = 7.37 eV
net charge = 0

Last column: Löwdin charge in e.
CARTESIAN COORDINATES (ANGSTROEM)
C 0.585144 0.830106 0.011121  -0.474
C 0.361637 -1.461823 0.003773  -0.144
C -0.451098 -0.269111 0.003875  -0.688
H 0.032840 -2.504086 -0.010453  0.130
N 1.633017 -1.193392 -0.002866  0.119
O 0.469198 2.013375 -0.004012  0.167
O 1.811959 0.195013 -0.002579  0.017
S -2.042957 -0.087770 -0.001836  0.873

Atoms 1-3, force components in eV/Å:
0.2 0.3 -0.2
1.2 -0.5 -0.1
-0.3 0.2 0.1

# C3HNO2S2

A 2-piece molecular cluster, C3HNO2S2 overall (ωB97M-V with the def2-TZVPD basis set, OMol25).

Calculated values
max |F| = 3.8 eV/Å
HOMO-LUMO gap (alpha / beta) = 6.94 / 6.94 eV
net charge = 0

Last column: Löwdin charge in e.
CARTESIAN COORDINATES (ANGSTROEM)
C 1.273108 0.592258 0.068215  -0.429
C 0.638738 1.656633 0.104775  -0.850
C -2.032286 -0.425739 -0.531667  0.154
N -1.200061 -1.168613 -0.275214  -0.233
O 2.523642 -1.282026 1.170654  -0.474
O -0.463017 -2.074602 -0.054713  -0.050
S -0.064067 3.016681 0.240579  0.758
S 1.839376 -0.916488 -0.073797  0.997
H -2.515435 0.601898 -0.648830  0.127

Atoms 1-3, force components in eV/Å:
1.2 -3.2 -0.7
-0.2 0.7 0.1
-1.5 3.5 -0.4

Summary of DFT total energy in eV
-13431.7240; -40580.9317; -10198.0106; -7591.1195; -11686.3594; -8707.6071; -8708.2923; -8707.8261; -8709.3841; -19544.9811; -30376.2102
(order as listed above)